(1)
Formula: C32H22Cl5N8PbS2
Source: OMol25
Level of theory: ωB97M-V/def2-TZVPD

```
70
Properties=species:S:1:pos:R:3
Pb -0.49 -1.40 0.07
N -5.08 -1.08 -0.97
C -3.84 -1.11 -0.46
S -2.68 -2.12 -1.23
N -3.64 -0.34 0.58
N -2.41 -0.31 1.10
C -2.20 0.42 2.13
C -3.24 1.30 2.72
C -3.91 0.89 3.87
C -4.93 1.68 4.40
C -5.25 2.89 3.79
C -4.55 3.30 2.66
C -3.56 2.50 2.11
C -0.87 0.31 2.78
C -0.48 1.20 3.77
C 0.74 1.00 4.39
C 1.52 -0.08 4.03
C 1.07 -0.90 3.01
N -0.09 -0.70 2.39
H -5.34 -1.69 -1.72
H -5.79 -0.55 -0.48
H -3.65 -0.05 4.35
H -5.46 1.36 5.28
H -6.04 3.50 4.19
H -4.79 4.26 2.20
H -3.03 2.81 1.22
H -1.13 2.02 4.04
H 1.07 1.69 5.16
H 2.46 -0.29 4.52
H 1.66 -1.75 2.68
S 2.16 -1.08 0.06
C 2.18 0.22 -1.11
N 3.23 0.60 -1.80
N 4.29 -0.12 -1.72
C 5.43 0.13 -2.53
C 5.49 1.23 -3.37
C 6.59 1.39 -4.19
C 7.62 0.45 -4.18
C 7.55 -0.64 -3.33
C 6.45 -0.80 -2.50
N 1.11 1.02 -1.36
N -0.05 0.68 -1.07
C -1.03 1.73 -1.17
C -0.71 3.02 -0.75
C -1.66 4.02 -0.86
C -2.91 3.75 -1.40
C -3.21 2.47 -1.83
C -2.28 1.45 -1.70
H 4.29 -0.94 -1.12
H 4.68 1.95 -3.37
H 6.65 2.24 -4.85
H 8.46 0.57 -4.85
H 8.35 -1.37 -3.31
H 6.39 -1.65 -1.83
H 0.28 3.21 -0.34
H -1.42 5.02 -0.52
H -3.64 4.54 -1.50
H -4.18 2.26 -2.27
H -2.48 0.45 -2.07
Cl 0.26 -2.33 -2.97
C 0.36 -3.67 -1.87
C 0.18 -3.46 -0.52
C 0.35 -4.48 0.37
Cl 0.16 -4.13 2.06
C 0.67 -5.76 -0.07
Cl 0.88 -7.04 1.06
C 0.80 -5.99 -1.44
Cl 1.13 -7.57 -2.01
C 0.66 -4.94 -2.35
Cl 0.86 -5.22 -4.03
```

Calculated values
Charge: +1
HOMO (hartree): -0.36942
HOMO-LUMO gap (eV): 5.565
ΔE to the lowest compared entry with this formula, charge and spin (kJ/mol): 108.04
Multiplicity: 1
Largest force on an atom (eV Å⁻¹): 0.843

=====

(2)
Formula: C32H22F3GeN2O3S3Tc
Source: OMol25
Level of theory: ωB97M-V/def2-TZVPD

```
67
Properties=species:S:1:pos:R:3
Tc 2.18 -0.96 -0.45
F 6.06 -0.44 4.71
C 5.80 -0.67 3.41
F 6.25 -1.90 3.13
F 6.54 0.20 2.71
C 4.33 -0.52 3.12
C 3.45 -0.22 4.13
C 2.09 -0.08 3.86
C 1.66 -0.27 2.58
N 2.52 -0.58 1.60
C 3.85 -0.72 1.80
S 4.73 -1.09 0.39
H 3.83 -0.07 5.13
H 1.38 0.16 4.65
H 0.62 -0.17 2.29
O 1.56 -0.73 -4.24
C 1.77 -0.15 -3.21
O 2.56 -0.71 -2.27
C 1.24 1.22 -2.90
C 0.45 1.78 -3.92
C -0.01 3.07 -3.84
C 0.34 3.85 -2.73
C 1.09 3.30 -1.71
C 1.53 1.97 -1.76
S 2.45 1.45 -0.35
H 0.23 1.16 -4.78
H -0.62 3.49 -4.63
H 0.00 4.87 -2.66
H 1.32 3.89 -0.83
O 2.16 -3.48 2.53
S 2.25 -3.88 1.14
N 2.19 -2.83 0.08
C 0.51 -0.73 -0.44
Ge -1.45 -0.44 -0.27
C -2.05 -0.32 -2.11
C -3.07 0.56 -2.47
C -3.48 0.65 -3.79
C -2.87 -0.12 -4.76
C -1.86 -1.01 -4.42
C -1.45 -1.11 -3.09
C -1.67 1.22 0.70
C -1.63 2.44 0.02
C -1.71 3.63 0.72
C -1.84 3.62 2.11
C -1.87 2.41 2.79
C -1.79 1.22 2.09
C -2.03 -1.99 0.75
C -1.34 -3.19 0.62
C -1.75 -4.31 1.33
C -2.86 -4.24 2.17
C -3.56 -3.05 2.29
C -3.15 -1.92 1.58
H -3.54 1.18 -1.71
H -4.27 1.34 -4.06
H -3.19 -0.04 -5.79
H -1.36 -1.60 -5.17
H -0.65 -1.79 -2.85
H -1.52 2.46 -1.05
H -1.68 4.57 0.19
H -1.90 4.55 2.65
H -1.97 2.40 3.87
H -1.82 0.28 2.64
H -0.48 -3.26 -0.04
H -1.21 -5.24 1.23
H -3.17 -5.11 2.72
H -4.42 -2.99 2.93
H -3.70 -1.00 1.68
```

Calculated values
Charge: 0
HOMO (hartree): -0.29094
HOMO-LUMO gap (eV): 6.096
ΔE to the lowest compared entry with this formula, charge and spin (kJ/mol): 11.83
Multiplicity: 1
Largest force on an atom (eV Å⁻¹): 0.188

=====

(3)
Formula: C32H23Br2N9O4S2Sc
Source: OMol25
Level of theory: ωB97M-V/def2-TZVPD

```
73
Properties=species:S:1:pos:R:3
Sc 0.32 0.40 -0.29
O -0.57 3.82 4.67
C 0.34 2.90 4.96
O 0.83 2.79 6.05
C 0.73 1.95 3.87
C 1.61 0.91 4.07
N 1.73 0.25 2.90
N 0.96 0.79 1.95
C 0.35 1.83 2.52
C -0.59 2.58 1.61
O -1.26 3.51 2.04
O -0.62 2.09 0.44
H -0.91 3.76 3.74
H 2.15 0.62 4.96
H 2.28 -0.57 2.70
Br -0.91 -6.21 1.66
C -0.45 -4.41 1.41
C -1.21 -3.41 1.97
C -0.85 -2.10 1.72
N 0.21 -1.76 0.97
C 0.97 -2.74 0.48
C 0.67 -4.08 0.65
C 2.17 -2.29 -0.28
C 3.18 -3.17 -0.63
C 4.24 -2.70 -1.38
Br 5.62 -3.86 -1.90
C 4.27 -1.36 -1.75
C 3.23 -0.55 -1.33
N 2.20 -0.99 -0.60
H -2.07 -3.63 2.59
H -1.42 -1.28 2.14
H 1.27 -4.86 0.21
H 3.15 -4.21 -0.33
H 5.07 -0.96 -2.35
H 3.21 0.50 -1.60
N -2.23 -1.33 -3.53
C -1.36 -1.16 -4.65
C -1.81 -0.63 -5.84
C -0.91 -0.45 -6.88
C 0.43 -0.76 -6.72
C 0.89 -1.25 -5.50
C -0.02 -1.48 -4.48
S 0.44 -2.18 -2.93
N -0.57 -1.27 -1.87
C -1.78 -1.07 -2.28
C -2.74 -0.51 -1.29
C -4.11 -0.52 -1.47
C -4.93 0.00 -0.48
C -4.34 0.51 0.67
C -2.96 0.49 0.76
N -2.17 -0.02 -0.18
H -3.18 -1.06 -3.72
H -2.85 -0.36 -5.96
H -1.27 -0.05 -7.82
H 1.12 -0.60 -7.53
H 1.93 -1.47 -5.35
H -4.57 -0.93 -2.36
H -6.00 0.00 -0.59
H -4.93 0.93 1.47
H -2.47 0.91 1.63
C 2.36 6.11 -1.61
C 2.22 4.68 -1.20
C 2.78 4.21 0.00
C 2.58 2.88 0.30
N 1.92 2.07 -0.54
C 1.41 2.61 -1.67
S 0.52 1.46 -2.61
N 1.54 3.89 -2.01
H 3.13 6.18 -2.39
H 2.65 6.75 -0.78
H 1.42 6.46 -2.05
H 3.32 4.86 0.66
H 2.96 2.44 1.21
```

Calculated values
Charge: +1
HOMO (hartree): -0.39101
HOMO-LUMO gap (eV): 7.066
ΔE to the lowest compared entry with this formula, charge and spin (kJ/mol): 7.08
Multiplicity: 1
Largest force on an atom (eV Å⁻¹): 0.396

=====

(4)
Formula: C32H23BrN6OPt
Source: OMol25
Level of theory: ωB97M-V/def2-TZVPD

```
64
Properties=species:S:1:pos:R:3
Pt 3.11 -0.85 -0.77
C -10.05 2.33 1.77
O -9.50 1.18 1.17
C -8.25 0.97 0.93
C -7.92 -0.26 0.28
C -6.62 -0.58 -0.02
C -5.57 0.30 0.31
C -5.90 1.53 0.96
C -7.18 1.86 1.27
C -4.18 0.07 0.04
N -3.24 0.93 0.40
C -2.06 0.43 0.03
C -2.27 -0.82 -0.61
N -3.61 -1.02 -0.58
C -1.18 -1.58 -1.14
C -1.29 -2.78 -1.85
C -0.15 -3.40 -2.32
C 1.09 -2.82 -2.07
N 1.22 -1.69 -1.40
C 0.12 -1.05 -0.94
C 0.33 0.22 -0.29
N 1.58 0.68 -0.18
C 1.82 1.89 0.29
C 0.79 2.73 0.72
C -0.50 2.27 0.69
C -0.76 1.00 0.17
H -11.13 2.18 1.81
H -9.83 3.23 1.18
H -9.66 2.48 2.78
H -8.73 -0.93 0.04
H -6.43 -1.52 -0.52
H -5.08 2.19 1.20
H -7.39 2.79 1.77
H -4.12 -1.81 -0.96
H -2.26 -3.21 -2.06
H -0.22 -4.31 -2.90
H 1.99 -3.30 -2.43
H 2.85 2.21 0.33
H 1.03 3.73 1.06
H -1.32 2.88 1.03
Br 7.56 3.62 -4.48
C 6.85 2.41 -3.21
C 7.52 2.20 -1.99
C 7.01 1.32 -1.07
C 5.80 0.64 -1.32
C 5.15 0.84 -2.56
C 5.66 1.71 -3.49
N 5.15 -0.20 -0.43
C 5.64 -0.54 0.73
C 4.92 -1.43 1.60
C 5.45 -1.87 2.82
C 4.75 -2.83 3.55
C 3.56 -3.32 3.04
C 3.06 -2.79 1.85
N 3.71 -1.87 1.17
H 8.44 2.73 -1.79
H 7.56 1.18 -0.15
H 4.24 0.27 -2.77
H 5.15 1.87 -4.43
H 6.61 -0.20 1.07
H 6.39 -1.49 3.18
H 5.15 -3.19 4.49
H 3.01 -4.09 3.56
H 2.12 -3.14 1.45
```

Calculated values
Charge: +4
HOMO (spin up / spin down) (hartree): -0.60828 / -0.60829
HOMO-LUMO gap (spin up / spin down) (eV): 1.691 / 1.697
Multiplicity: 1
Largest force on an atom (eV Å⁻¹): 3.146

=====

(5)
Formula: C32H23ClN9O4SSc
Source: OMol25
Level of theory: ωB97M-V/def2-TZVPD

```
71
Properties=species:S:1:pos:R:3
Sc 0.07 -0.56 0.44
O -2.71 -0.40 5.68
C -2.23 0.80 5.42
O -2.26 1.70 6.21
C -1.62 1.04 4.06
C -1.17 2.28 3.62
Cl -1.13 3.78 4.39
N -0.68 2.14 2.37
N -0.74 0.84 1.99
C -1.31 0.18 3.01
C -1.42 -1.29 2.83
O -2.07 -2.00 3.56
O -0.74 -1.70 1.77
C -0.23 3.14 1.43
C 0.91 2.89 0.68
C 1.30 3.81 -0.28
C 0.56 4.97 -0.48
C -0.58 5.20 0.29
C -0.99 4.28 1.24
H -2.61 -1.03 4.93
H 1.53 2.02 0.85
H 2.19 3.63 -0.86
H 0.87 5.70 -1.22
H -1.16 6.10 0.14
H -1.88 4.46 1.83
C 2.68 -2.41 -3.69
N 1.46 -1.60 -3.70
C 0.54 -1.57 -4.74
C -0.42 -0.69 -4.41
N -0.07 -0.17 -3.16
C 1.08 -0.75 -2.74
S 1.96 -0.47 -1.30
C -0.84 0.85 -2.53
C -1.36 1.83 -3.36
C -2.27 2.73 -2.82
C -2.62 2.61 -1.49
C -2.00 1.64 -0.73
N -1.10 0.76 -1.22
H 2.62 -3.11 -4.51
H 2.74 -2.95 -2.75
H 3.54 -1.77 -3.80
H 0.66 -2.19 -5.62
H -1.32 -0.41 -4.92
H -1.07 1.88 -4.39
H -2.69 3.50 -3.45
H -3.35 3.26 -1.03
H -2.25 1.53 0.31
N 6.06 -1.67 5.03
C 5.18 -1.45 4.33
C 4.07 -1.17 3.45
C 3.77 -2.03 2.41
C 2.71 -1.71 1.59
N 1.96 -0.61 1.75
C 2.25 0.20 2.78
C 3.30 -0.03 3.65
H 4.34 -2.93 2.23
H 2.45 -2.36 0.76
H 1.61 1.06 2.92
H 3.50 0.65 4.46
N -4.21 -2.89 -4.16
C -3.40 -3.11 -3.38
C -2.32 -3.32 -2.46
C -1.68 -4.55 -2.33
C -0.60 -4.64 -1.46
C -0.21 -3.51 -0.77
N -0.83 -2.32 -0.89
C -1.88 -2.24 -1.70
H -2.01 -5.40 -2.90
H -0.08 -5.57 -1.31
H 0.61 -3.56 -0.06
H -2.39 -1.29 -1.77
```

Calculated values
Charge: +2
HOMO (hartree): -0.54442
HOMO-LUMO gap (eV): 8.611
ΔE to the lowest compared entry with this formula, charge and spin (kJ/mol): 0.00
Multiplicity: 1
Largest force on an atom (eV Å⁻¹): 0.925

=====

(6)
Formula: C32H23F5GaN3P
Source: OMol25
Level of theory: ωB97M-V/def2-TZVPD

```
65
Properties=species:S:1:pos:R:3
Ga 0.44 1.92 0.67
C 2.96 -2.95 -2.43
C 1.98 -2.00 -2.60
C 1.91 -0.91 -1.78
C 2.80 -0.77 -0.73
C 3.75 -1.75 -0.42
C 3.84 -2.83 -1.33
P 2.64 0.84 0.11
C 4.19 1.82 -0.11
C 5.13 1.50 -1.13
C 6.24 2.29 -1.32
C 6.54 3.33 -0.43
C 5.60 3.62 0.56
C 4.41 2.91 0.74
C 2.38 0.53 1.86
C 3.19 -0.23 2.70
C 2.90 -0.29 4.03
C 1.89 0.51 4.54
C 1.08 1.26 3.75
C 1.27 1.23 2.32
H 3.02 -3.74 -3.20
H 1.30 -2.14 -3.40
H 1.16 -0.16 -1.88
H 4.47 -1.64 0.40
H 4.65 -3.54 -1.22
H 4.99 0.54 -1.60
H 6.92 2.01 -2.08
H 7.51 3.86 -0.54
H 5.81 4.46 1.18
H 3.72 3.14 1.55
H 4.02 -0.75 2.25
H 3.42 -0.90 4.79
H 1.70 0.46 5.58
H 0.28 1.89 4.19
N -5.23 -2.02 -1.57
C -6.41 -2.64 -1.18
C -7.41 -3.30 -1.90
C -8.47 -3.82 -1.19
C -8.63 -3.57 0.17
C -7.73 -2.80 0.87
C -6.57 -2.39 0.17
N -5.46 -1.69 0.68
C -4.73 -1.50 -0.37
C -3.42 -0.87 -0.15
C -2.69 -0.29 -1.21
C -1.58 0.45 -0.90
N -1.21 0.66 0.38
C -1.81 -0.05 1.36
C -2.89 -0.80 1.13
H -4.73 -2.05 -2.44
H -7.25 -3.53 -2.96
H -9.21 -4.43 -1.67
H -9.50 -3.98 0.64
H -7.85 -2.58 1.95
H -3.01 -0.42 -2.22
H -1.02 1.02 -1.63
H -1.42 0.07 2.38
H -3.36 -1.26 1.97
F -1.23 3.99 -0.52
C 0.05 3.76 -0.24
F 0.47 4.65 0.68
C 0.87 3.94 -1.52
F 0.46 3.04 -2.42
F 2.19 3.69 -1.31
F 0.65 5.16 -1.98
```

Calculated values
Charge: +1
HOMO (hartree): -0.40380
HOMO-LUMO gap (eV): 7.534
Multiplicity: 1
Largest force on an atom (eV Å⁻¹): 2.650